Record 1
Computed, not measured: a 3-piece molecular cluster, C4H9N3 overall, with ωB97M-V with the def2-TZVPD basis set.

Molar mass ... 99.137 g mol⁻¹
E_tot ... -8757.1884 eV
Highest occupied orbital energy (alpha / beta) ... -5.4 / -7.2 eV

Geometry as ORCA input:
```
! wB97M-V def2-TZVPD RIJCOSX def2/J DEFGRID3
* xyz 0 1
C -2.1288 -0.8571 0.1072
C 0.8630 -1.5450 0.0608
C -0.4060 0.7881 -0.0118
C 0.0235 -0.3678 -0.0279
N -1.0480 1.9467 -0.1205
N 1.8590 1.4045 0.0753
N 2.8500 0.7689 -0.1571
H -1.0736 2.3515 -1.0461
H -0.8531 2.6210 0.6075
H 3.7565 1.3228 -0.1083
H 1.9189 -1.2355 0.0261
H 0.6823 -2.0825 0.9945
H -2.5469 -0.4224 1.0080
H -2.6083 -0.5431 -0.8131
H -1.9495 -1.9250 0.1754
H 0.6608 -2.2251 -0.7699
*
```

***

Record 2
Computed, not measured: C6H7NO as an isolated structure, with ωB97M-V with the def2-TZVPD basis set.

Molar mass ... 109.128 g mol⁻¹
E_tot ... -9869.7206 eV
Highest occupied orbital energy ... -9.5 eV

Geometry as ORCA input:
```
! wB97M-V def2-TZVPD RIJCOSX def2/J DEFGRID3
* xyz 0 1
C 1.9544 -0.3034 0.1102
C 0.2205 0.6104 -0.3094
C -1.2563 0.9044 0.0054
C -1.7368 -0.5423 -0.2179
C -0.7434 -1.4280 -0.0524
C 0.5031 -0.6866 0.3845
H 2.1876 1.5798 -0.3995
H 0.2524 0.4223 -1.3706
H -1.2150 1.0462 1.1715
H -1.7738 1.6985 -0.4683
H -2.8540 -0.6245 -0.4028
H -0.7986 -2.4939 0.1031
H 0.6112 -0.5232 1.5458
N 1.6014 1.0651 0.2174
O 3.0473 -0.7247 -0.3169
*
```

***

Record 3
Computed, not measured: C14H14F4INO2S as an isolated structure, with ωB97M-V with the def2-TZVPD basis set.

Molar mass ... 463.234 g mol⁻¹
E_tot ... -50131.5836 eV
Highest occupied orbital energy ... -9.8 eV

Geometry as ORCA input:
```
! wB97M-V def2-TZVPD RIJCOSX def2/J DEFGRID3
* xyz 0 1
O 3.0714 -4.2064 -1.8876
S 3.5315 -2.8262 -2.4155
O 3.9825 -2.8789 -3.9124
F 4.9722 -2.4262 -1.5074
N 2.4042 -1.5186 -2.1621
I 2.2143 -0.9825 -0.1829
C 1.0775 -1.7342 -2.8534
C 0.1415 -2.9205 -2.2188
F 0.2186 -4.1036 -3.1549
H 0.4713 -0.7204 -2.7628
H 1.1909 -1.9364 -4.0124
H 0.5169 -3.3379 -1.1772
H -0.9975 -2.6598 -2.1323
F -2.2736 -1.4603 -2.3617
C -2.6328 -0.7516 -1.2832
C -2.0420 0.4853 -1.0493
C -2.4195 1.2259 0.0708
C -3.3767 0.7158 0.9513
C -3.9603 -0.5289 0.7106
C -3.5908 -1.2641 -0.4155
H -1.2942 0.8616 -1.7397
H -1.9691 2.1975 0.2584
H -3.6676 1.2918 1.8272
H -4.7022 -0.9257 1.3995
H -4.0408 -2.2293 -0.6226
F -1.3347 3.8026 2.2728
C -0.1278 3.2652 2.4945
C 0.9553 3.6744 1.7244
C 2.2132 3.1190 1.9583
C 2.3718 2.1514 2.9536
C 1.2775 1.7436 3.7179
C 0.0222 2.3074 3.4912
H 0.8114 4.4210 0.9502
H 3.0679 3.4378 1.3669
H 3.3522 1.7152 3.1327
H 1.4026 0.9875 4.4892
H -0.8373 2.0085 4.0819
*
```